No. 1
DFT (wB97M-V/def2-TZVPD) results for a structure of composition C24H26N6OPt.

Computed properties:
Lowest unoccupied orbital energy (alpha / beta)   -14.5107 / -14.4960 eV
Total charge   +4

Element x y z (Å)
H1 -6.3534 3.4602 0.3769
C1 -3.8365 2.0471 0.1800
C2 -2.4447 1.8687 0.1103
C3 -5.3518 5.3488 0.0114
C4 -1.9576 4.2799 -0.3215
C5 -6.3518 6.2884 0.0231
N1 -5.4901 3.9526 0.1878
H2 2.7753 1.8041 1.0237
H3 4.0988 0.7951 0.4599
C6 -6.9263 8.6414 -0.1669
H4 -8.0581 4.9122 0.3356
C7 -4.2876 3.4106 0.1026
H5 -10.9428 10.1580 0.1605
C8 -8.3271 8.2801 -0.0216
C9 -4.0915 -0.3345 0.2562
N2 0.2082 -0.4044 2.1596
C10 -1.5121 2.9717 -0.1504
H6 2.9319 -1.0327 2.0912
Pt1 0.1578 0.4492 0.1950
H7 0.3364 1.5379 2.9504
H8 4.1778 0.0406 2.6108
H9 2.5250 0.0720 4.2815
C11 -8.7127 6.8861 0.1731
C12 2.2737 0.6021 3.3633
H10 2.3427 -0.9239 0.0583
H11 0.2987 0.2623 4.1401
H12 -4.9405 7.9359 -0.2694
N3 -4.0271 5.6419 -0.1871
C13 -7.7599 5.9428 0.1945
C14 -3.3782 4.5152 -0.1413
H13 -11.0073 8.6857 -0.8507
H14 -4.6931 -1.2327 0.2779
C15 -2.7053 -0.4345 0.2250
N4 -1.9046 0.6388 0.1798
H15 2.3976 0.3185 -0.9877
H16 0.6904 -1.3005 2.2047
H17 -9.7560 6.6257 0.2859
N5 2.1657 0.0774 -0.0233
N6 -0.2174 2.6386 -0.2841
H18 -5.7426 1.0131 0.2954
C16 -1.0406 5.2684 -0.6886
C17 3.1077 0.7713 0.9121
H19 -6.6894 9.6917 -0.2822
C18 -10.6106 9.1317 0.0591
C19 0.7435 0.5553 3.1877
H20 1.6869 3.2845 -0.7404
C20 -5.9857 7.6882 -0.1530
H21 1.0215 5.6264 -1.1800
H22 -10.8472 8.5477 0.9444
O1 -9.1423 9.2370 -0.0864
C21 0.6525 3.5845 -0.6366
C22 0.2784 4.9075 -0.8634
H23 -0.7620 -0.6011 2.3894
H24 -1.3695 6.2892 -0.8341
H25 -2.2199 -1.4028 0.2375
C23 3.1494 0.0301 2.2508
C24 -4.6643 0.9180 0.2604
H26 2.5606 1.6396 3.5387



No. 2
DFT (wB97M-V/def2-TZVPD) results for a structure of composition C24H26N8O3PtS3.

Computed properties:
Spin multiplicity   5
Lowest unoccupied orbital energy (alpha / beta)   -6.4019 / -9.1515 eV
Total charge   +2

Element x y z (Å)
C1 -3.9893 -3.3264 -0.5912
H1 -4.3840 4.1516 5.3090
N1 2.5034 -0.5683 -0.4535
H2 -2.6294 2.4390 5.6024
H3 4.1441 0.8394 5.2108
H4 -2.9088 2.1920 -4.3580
H5 4.4305 -0.4712 1.1477
H6 4.9532 -0.0890 -1.2675
N2 -2.7741 -0.2256 -2.2103
C2 2.5578 -1.5320 -3.9798
H7 2.9252 -0.6123 -5.8817
N3 -2.1058 1.9656 1.0957
H8 3.9676 -2.4287 -1.1179
C3 4.1507 -1.9341 -2.0696
C4 3.8371 -0.1796 2.0030
H9 5.5218 0.1710 3.2750
Pt1 -0.9583 -0.0917 -0.7186
C5 3.6668 0.5535 4.2829
H10 -5.0984 4.8240 3.0424
C6 4.4436 0.1807 3.1940
O1 -1.6220 0.7496 1.2246
C7 1.7799 -0.5442 0.6391
C8 -3.7425 3.5033 2.0520
N4 2.8610 -1.3786 -2.5473
H11 5.5067 -0.4555 -2.9053
C9 2.4469 -0.1777 1.9048
N5 -2.6206 1.6686 -3.5474
N6 -1.9889 2.6534 0.0478
H12 4.2927 -0.5047 -4.7817
H13 2.9028 -2.5259 -4.2623
C10 -2.1958 -2.6592 0.9204
O2 -1.4559 2.0363 -0.9646
C11 -2.9381 2.7337 4.6090
C12 -3.1182 0.4792 -3.2683
H14 0.5923 0.2199 2.8993
S1 0.6185 0.0337 -2.3691
S2 -3.4175 -3.9322 0.8764
C13 2.0866 -0.7285 -1.7017
C14 -4.3983 -1.5895 -3.1527
C15 3.2071 -0.4620 -4.8402
H15 6.1426 -1.3654 -1.5405
C16 -3.4957 -1.3772 -2.1135
C17 -3.9244 3.6964 4.4426
C18 1.6694 0.1941 3.0019
H16 -4.0427 3.7859 1.0537
S3 -4.3478 -0.3119 -4.2556
H17 -1.5640 1.4049 3.6094
N7 -2.2621 -1.8481 -0.1249
H18 1.6825 0.8677 5.0356
C19 -4.3259 4.0786 3.1699
N8 -1.3094 -2.5529 1.8813
C20 2.2810 0.5637 4.1873
C21 -3.2599 -2.2079 -0.9835
H19 -4.8303 -3.7775 -1.0935
C22 -2.3370 2.1511 3.5046
O3 0.5391 -0.8775 0.7079
C23 5.2481 -0.8895 -1.9420
H20 4.4287 -2.6999 -2.7918
H21 2.8843 0.5345 -4.5377
H22 -1.2896 -3.1966 2.6563
C24 -2.7518 2.5561 2.2484
H23 1.4765 -1.5285 -4.1041
H24 -0.5380 -1.8752 1.7630
H25 -5.0557 -2.4316 -3.3001
H26 -2.0684 2.1287 -2.8226



No. 3
DFT (wB97M-V/def2-TZVPD) results for a structure of composition C24H27BMoN9OPSSe.

Computed properties:
Spin multiplicity   2
Lowest unoccupied orbital energy (alpha / beta)   -3.9012 / -3.8382 eV
Total charge   +1

Element x y z (Å)
H1 3.5471 -3.9130 2.3918
C1 2.7571 -1.0839 -1.1943
C2 -1.7858 -2.6153 -0.1081
C3 4.0002 -0.6933 -1.5820
N1 -2.5104 -1.2829 1.4373
H2 -3.2699 -4.2282 0.2679
N2 -1.7797 1.2548 -0.0257
H3 -1.1561 -2.9317 -0.9242
C4 -3.7543 2.0158 0.5858
C5 -3.2806 -2.3847 1.4803
C6 -6.2222 0.1474 3.2326
Mo1 0.0185 0.0571 0.2113
H4 4.7707 -1.3022 -2.0300
N3 -2.7588 1.1748 0.9165
C7 3.2380 -3.0923 1.7434
H5 -4.6244 2.1061 1.2143
C8 -2.8574 -3.2632 0.5052
H6 0.8437 -4.4015 0.1945
H7 -0.3748 -4.2847 1.4787
C9 1.9436 4.6734 0.3560
Se1 -0.1381 -0.2841 -2.1765
N4 -1.5767 -1.4353 0.4626
H8 0.1506 5.1984 1.4542
H9 1.3990 -3.6310 4.1250
C10 -3.4278 2.6538 -0.5922
H10 1.1395 -5.1778 1.7646
H11 -2.1436 0.7747 4.9361
H12 -5.8426 1.0145 5.2708
C11 2.6880 1.1627 -0.7179
H13 -1.5544 2.3454 -1.7865
C12 0.2135 3.1422 0.9271
C13 -5.2742 -0.1503 2.2933
H14 -4.0834 -2.4646 2.1934
C14 2.0769 2.3559 -0.2092
C15 1.9815 -0.0059 -0.6595
C16 -1.3004 0.7168 4.2713
B1 -2.7324 0.1280 2.0892
P1 1.4761 -2.8238 1.8689
N5 -4.0535 0.1630 2.8116
H15 1.6128 -1.8676 4.0477
N6 -0.3048 0.4493 2.3247
S1 4.2830 0.9754 -1.3338
C17 0.6948 -4.3120 1.2710
C18 1.0943 -2.7197 3.6085
N7 -4.1885 0.6757 4.0636
C19 -5.4816 0.6590 4.3184
H16 3.5040 -3.3315 0.7146
H17 -4.0089 3.3853 -1.1251
H18 -7.2877 0.0190 3.1529
H19 0.5446 1.1464 5.4080
H20 2.3555 5.6741 0.3500
H21 3.5911 3.7926 -0.6986
C20 0.7136 4.4189 0.9625
H22 1.6678 0.7651 2.9282
C21 -2.1865 2.1303 -0.9406
H23 -0.7333 2.9079 1.3901
C22 0.6337 0.7148 3.2330
C23 0.0561 0.9031 4.4808
H24 2.3821 -2.0877 -1.3250
H25 3.7629 -2.1817 2.0336
H26 0.0199 -2.5758 3.7342
N8 -1.4977 0.4550 2.9712
N9 0.8614 2.1185 0.3341
H27 -5.3785 -0.5408 1.2932
C24 2.6294 3.6376 -0.2283
O1 1.0416 -1.5836 1.1407



No. 4
DFT (wB97M-V/def2-TZVPD) results for a structure of composition C24H27BN4O2S.

Computed properties:
Lowest unoccupied orbital energy   -0.4847 eV
Total charge   0

Element x y z (Å)
C1 1.5938 -2.9258 -0.4618
H1 4.2119 -3.9844 1.4140
C2 2.2928 0.2276 3.0630
H2 1.4099 2.3945 -0.2850
C3 -0.1874 3.7171 -0.7328
H3 -0.9724 0.3651 2.1751
H4 -2.0252 -3.2255 -1.9760
H5 0.5911 6.1954 0.6714
H6 -0.5310 6.2053 1.8489
H7 -2.7885 -2.2225 -3.2057
C4 0.4136 4.3973 1.6521
H8 2.9098 0.2264 3.9480
C5 2.0973 0.1678 0.8162
C6 0.7122 2.5287 -1.1061
C7 0.7100 0.2309 0.8375
C8 -0.7627 -2.1624 0.2992
C9 -0.5960 3.6924 0.7440
N1 -2.2818 0.0175 -3.8823
S1 -1.8936 1.4221 -4.5751
C10 1.3058 -2.6823 -1.9259
H9 -1.0655 3.7602 -1.3694
B1 -3.8567 -2.1314 -1.3188
C11 2.2626 -3.4482 2.1888
H10 3.5971 -3.5614 -0.8896
C12 3.2101 -3.6471 1.2028
H11 0.2952 -2.8428 2.6625
H12 1.3063 2.7805 -1.9789
H13 1.9978 -3.2219 -2.5583
H14 1.4242 4.0782 1.4003
H15 0.4856 0.3399 4.1767
H16 0.2835 -2.9435 -2.1713
H17 -1.1195 -1.8146 1.2650
C13 -0.0538 1.2556 -1.2997
C14 -0.8617 -1.0048 -0.6681
H18 -4.4500 -1.9715 0.5352
H19 1.3970 -1.6153 -2.1323
N2 -0.9048 2.0205 -3.4761
H20 -1.5621 4.1792 0.8693
C15 0.6439 -2.6929 0.5398
N3 0.3859 5.8561 1.6022
C16 -2.5255 -2.2786 -2.1553
C17 -0.0895 0.1977 -0.4199
C18 0.9202 0.2973 3.1877
H21 0.4106 4.6146 -0.8902
H22 2.5123 -3.6424 3.2213
C19 1.0002 -2.9817 1.8550
H23 2.5777 0.1041 -0.1537
C20 -1.6435 -1.1055 -1.7983
C21 0.0999 0.3014 2.0810
N4 2.8967 0.1754 1.8752
O1 -4.9420 -1.5102 -1.9088
H24 -5.4509 -1.0427 -1.2381
H25 -1.4125 -2.9825 0.0331
O2 -3.9518 -2.5866 -0.0102
H26 0.2168 4.1077 2.6816
H27 -0.6658 2.6585 1.0714
C22 -1.6146 -0.0164 -2.7261
C23 2.8606 -3.3919 -0.1176
C24 -0.8235 1.1219 -2.4870



No. 5
DFT (wB97M-V/def2-TZVPD) results for a structure of composition C24H27BrFN2OPtS4Sb.

Computed properties:
Lowest unoccupied orbital energy   3.6240 eV
Total charge   -2

Element x y z (Å)
C1 1.4502 2.7386 4.7482
H1 -0.6046 1.0853 2.6499
C2 1.4531 -3.7214 -0.1860
H2 3.2558 -0.7027 -2.7278
H3 0.6014 -5.6241 0.3757
C3 -1.0265 -2.6169 0.3217
C4 2.2960 2.4799 2.5533
C5 -0.7844 -3.9825 0.4909
H4 -1.7927 -0.1083 1.2391
Sb1 1.5164 4.2681 -2.4038
S1 0.1126 4.7168 -4.1585
H5 -1.2574 -2.0944 -2.8046
H6 3.3607 3.5057 4.1283
H7 3.2948 -2.3931 -0.9165
H8 -3.9555 -1.2289 -0.1867
H9 3.9720 -0.2082 -0.2248
C6 -2.1112 1.8764 -0.4232
F1 -1.2772 -0.9604 -5.1236
C7 -1.4406 -0.3274 -3.9228
C8 -1.7146 1.8255 -2.8852
C9 0.4333 -4.5650 0.2206
H10 -2.4310 -0.7470 -0.9500
H11 -1.6987 2.9098 -2.9219
H12 1.5163 -0.5467 -2.5344
C10 -1.7630 1.1732 -1.5791
S2 0.1788 3.9602 -0.3971
H13 3.0198 -0.9645 1.0664
C11 -1.5667 1.1132 -4.0054
S3 2.0626 1.9438 -2.0908
C12 0.2638 1.6118 3.0255
H14 -2.2917 2.9396 -0.5017
H15 -1.4959 -1.1058 2.6455
C13 2.9735 -0.5575 0.0519
H16 2.4411 -4.1343 -0.3610
H17 -1.5795 -4.5926 0.9117
H18 -3.1608 -0.6253 2.2573
H19 -0.5105 1.8657 5.0148
C14 2.3567 -1.2176 -2.3831
C15 2.4719 2.9625 3.8445
S4 3.2850 5.6906 -2.1368
C16 1.2656 -2.3658 -0.4290
Pt1 0.1284 1.6691 -0.6556
H20 -1.4505 1.5965 -4.9662
C17 -2.3403 -2.1890 0.9932
C18 -3.6253 -2.2184 0.1314
C19 -1.4318 -1.0251 -2.7982
C20 2.5002 -1.6376 -0.9211
H21 2.2011 -2.1072 -3.0015
H22 -2.4990 -2.9817 1.7279
C21 -1.5548 -0.3395 -1.4573
O1 1.5939 3.2114 6.0215
N1 1.2387 1.8104 2.1440
C22 -2.1986 -0.9228 1.8290
H23 0.7950 3.0030 6.5157
N2 -0.3320 -0.4688 -0.6755
H24 -3.4888 -2.8299 -0.7617
C23 -0.0257 -1.7659 -0.2717
H25 -4.4456 -2.6497 0.7122
Br1 3.6282 2.8219 1.2646
C24 0.3153 2.0496 4.3366
H26 -2.4507 1.3859 0.4755
H27 2.3234 0.3112 0.0658



No. 6
DFT (wB97M-V/def2-TZVPD) results for a structure of composition C24H27BrFN2OPtS4Sb.

Computed properties:
Lowest unoccupied orbital energy   4.0283 eV
Total charge   -2

Element x y z (Å)
C1 -1.1557 1.0770 2.7556
C2 -1.0238 2.0673 -2.5190
C3 -3.1636 -2.0725 0.1337
H1 -0.0501 0.2157 -4.2325
C4 -2.2691 0.1748 5.0780
O1 -2.2035 2.3378 6.0224
H2 -0.4294 -2.4371 0.2004
H3 -4.7451 1.5138 0.0888
C5 -1.4031 1.9799 3.7745
H4 -1.2071 -3.5009 1.3653
C6 -0.1354 -0.3885 -5.1308
C7 -2.0829 -3.2654 -1.9600
H5 0.6185 -0.0408 -5.8433
H6 -2.6478 -1.1225 0.0185
H7 -3.2946 -2.2551 1.2033
H8 -2.9188 -4.1318 -0.2507
H9 -1.1200 -0.2397 -5.5792
H10 -2.6910 -0.2296 5.9850
H11 -0.4283 -4.1807 -0.0806
S1 0.9327 2.2474 -0.1889
F1 -5.8727 -0.1746 -1.4436
C8 0.1295 -1.8505 -4.7970
C9 -1.4237 -2.2586 -2.7184
C10 -1.2594 -3.8571 -4.5474
H12 -1.1161 3.0179 3.6520
C11 -1.0211 -3.3449 0.2997
S2 2.2725 0.6056 3.0509
H13 -2.2608 0.1677 -3.8191
H14 -1.8430 3.2067 5.8170
H15 -0.8877 -4.1034 -5.5373
H16 1.7373 -3.0388 -3.9406
C12 -4.5674 0.1852 -1.6386
Sb1 2.5890 0.8074 0.8052
H17 -0.6817 1.4451 1.8513
C13 1.4963 -1.9892 -4.1197
C14 -2.8607 1.7009 -0.8715
H18 -2.4545 2.4478 -0.1988
S3 4.6961 1.2738 0.0924
H19 -0.8062 3.0276 -2.0681
Br1 -2.4300 -2.4770 4.1180
H20 -2.9259 -5.2279 -1.9766
C15 -1.9558 1.5173 4.9575
H21 -4.2374 -1.2329 -3.1403
H22 2.2798 -1.5554 -4.7482
C16 -1.9931 -0.6135 3.9715
C17 -2.0190 1.2580 -1.9851
C18 -4.0926 1.2079 -0.7184
S4 1.5344 -0.9212 -0.4968
C19 -2.3789 -0.0273 -2.7388
C20 -2.0262 -4.7784 -3.8612
N1 -1.4673 -0.2217 2.8432
C21 -2.3474 -3.2175 -0.4538
C22 -0.9190 -2.6203 -3.9975
N2 -1.3775 -0.9407 -2.2163
H23 1.5133 -1.4732 -3.1601
H24 0.1897 -2.3793 -5.7552
H25 -0.7083 1.9468 -3.5463
C23 -3.8265 -0.4253 -2.5466
H26 -2.2927 -5.7267 -4.3143
H27 -4.1512 -2.0074 -0.3252
C24 -2.3933 -4.4852 -2.5616
Pt1 -0.1006 0.4930 -1.3287